[1]
# C36H32BrIN4O4

A 5-piece molecular cluster, C36H32BrIN4O4 overall (the ωB97M-V functional and the def2-TZVPD basis, OMol25).

Calculated values
SMILES: C=Cc1c(CC(=O)I)c(Br)c(COC)c2c1C(=O)C=CC2=O.c1ccncc1.c1ccncc1.c1ccncc1.c1ccncc1
E_LUMO: -1.25 eV
Total energy: -130137.0417 eV

Element x y z (Å)
C (-1.1559, -1.9581, -1.6639)
C (-0.4060, -1.0680, -0.8687)
C (-0.5658, 0.4803, -0.9538)
C (0.5656, 1.1709, -1.5839)
C (1.8283, 0.4214, -2.1188)
C (3.0647, 0.5137, -1.1574)
O (3.8245, 1.4210, -1.1159)
I (3.5261, -1.1408, 0.2181)
C (0.4516, 2.6386, -1.7294)
Br (1.9613, 3.5164, -2.6282)
C (-0.7163, 3.3963, -1.2374)
C (-0.7236, 4.9520, -1.3942)
O (-0.7825, 5.5448, -0.0688)
C (0.2527, 5.0186, 0.7751)
C (-1.8431, 2.6793, -0.6118)
C (-1.7635, 1.1976, -0.4668)
C (-2.9532, 0.4671, 0.1671)
O (-3.0846, -0.7462, 0.1922)
C (-4.1312, 1.2677, 0.8016)
C (-4.2187, 2.6138, 0.6852)
C (-3.1243, 3.3891, -0.1138)
O (-3.3831, 4.5542, -0.3351)
H (-0.6521, -2.4603, -2.5335)
H (-2.2126, -2.2516, -1.4552)
H (0.3524, -1.4792, -0.1574)
H (1.6346, -0.6781, -2.2753)
H (2.0468, 0.8223, -3.1493)
H (0.1421, 5.3683, -1.9623)
H (-1.7119, 5.2137, -1.8589)
H (1.1759, 4.7971, 0.1628)
H (0.5318, 5.8380, 1.4969)
H (-0.0796, 4.1403, 1.3857)
H (-4.9409, 0.7190, 1.3482)
H (-5.0807, 3.1779, 1.1120)
C (3.4223, -5.7722, -3.0683)
C (2.7581, -5.1814, -4.1312)
C (1.5530, -4.5454, -3.8785)
N (0.9895, -4.4709, -2.6675)
C (1.6485, -5.0499, -1.6584)
C (2.8600, -5.7069, -1.8036)
H (4.3679, -6.2782, -3.2240)
H (3.1656, -5.2127, -5.1332)
H (0.9976, -4.0654, -4.6778)
H (1.1671, -4.9756, -0.6886)
H (3.3497, -6.1560, -0.9495)
C (-0.3127, -2.3989, 3.7347)
C (-0.9935, -1.8082, 2.6827)
C (-2.2093, -1.1989, 2.9499)
N (-2.7666, -1.1519, 4.1681)
C (-2.0898, -1.7318, 5.1665)
C (-0.8665, -2.3625, 5.0042)
H (0.6418, -2.8850, 3.5664)
H (-0.5922, -1.8185, 1.6783)
H (-2.7764, -0.7215, 2.1634)
H (-2.5658, -1.6803, 6.1401)
H (-0.3614, -2.8140, 5.8482)
C (-2.5992, 4.0345, -6.9238)
C (-1.2955, 4.1657, -6.4723)
C (-1.0932, 4.5278, -5.1498)
N (-2.0841, 4.7618, -4.2834)
C (-3.3333, 4.6309, -4.7418)
C (-3.6432, 4.2703, -6.0435)
H (-2.7994, 3.7518, -7.9507)
H (-0.4547, 3.9907, -7.1307)
H (-0.0906, 4.6399, -4.7484)
H (-4.1158, 4.8293, -4.0164)
H (-4.6739, 4.1772, -6.3597)
C (4.4036, -3.5614, 6.7012)
C (3.7248, -2.9701, 5.6477)
C (2.5086, -2.3596, 5.9113)
N (1.9487, -2.3107, 7.1249)
C (2.6212, -2.8894, 8.1251)
C (3.8444, -3.5220, 7.9684)
H (5.3580, -4.0478, 6.5366)
H (4.1297, -2.9818, 4.6440)
H (1.9411, -1.8804, 5.1218)
H (2.1417, -2.8358, 9.0969)
H (4.3452, -3.9721, 8.8155)

[2]
# C30H49FLaP2

C30H49FLaP2 as an isolated structure (the ωB97M-V functional and the def2-TZVPD basis, OMol25).

Calculated values
Net charge: +1
E_LUMO (alpha / beta): -4.85 / -4.57 eV
Total energy: -54046.0501 eV

Element x y z (Å)
La (2.0134, 0.0879, -1.6077)
C (-0.4703, -1.6433, -2.4934)
C (0.8640, -2.1273, -2.6955)
C (0.1718, -2.7680, -0.5961)
C (-0.9092, -2.1009, -1.2222)
C (1.2775, -2.7784, -1.4895)
C (-1.2621, -0.8980, -3.4944)
H (-0.6755, -0.1088, -3.9812)
H (-2.1368, -0.4197, -3.0408)
H (-1.6319, -1.5611, -4.2921)
C (-2.2828, -2.0011, -0.6684)
H (-2.9707, -1.5305, -1.3806)
H (-2.3222, -1.4094, 0.2660)
H (-2.6899, -2.9928, -0.4089)
C (0.1350, -3.4335, 0.7317)
H (0.7895, -4.3194, 0.7496)
H (-0.8831, -3.7645, 1.0024)
H (0.4754, -2.7442, 1.5304)
C (2.5961, -3.4260, -1.2610)
H (2.7048, -4.2996, -1.9183)
H (2.6799, -3.8008, -0.2332)
H (3.4548, -2.7637, -1.4589)
C (1.7167, -1.8388, -3.8815)
H (1.2585, -2.3042, -4.7677)
H (2.7284, -2.2567, -3.7792)
H (1.8084, -0.7575, -4.1369)
C (1.5124, 2.3357, -1.2474)
C (1.6082, 2.0984, -2.6424)
C (2.8284, 2.5701, -3.4429)
C (4.1239, 1.6923, -3.3913)
C (4.1864, 0.6857, -2.2434)
C (4.0516, 1.0689, -0.9049)
C (3.9975, 2.5227, -0.4531)
C (2.5755, 3.1584, -0.5430)
H (3.0660, 3.6115, -3.1574)
H (4.9924, 2.3794, -3.3552)
H (2.5273, 2.6564, -4.4938)
H (2.6264, 4.1474, -1.0216)
H (0.5152, 2.2421, -0.7618)
H (0.6891, 1.8729, -3.2211)
H (2.2153, 3.3518, 0.4804)
H (4.3309, 2.5751, 0.5991)
H (4.2221, 0.3458, -0.0803)
H (4.7057, 3.1564, -1.0130)
H (4.2279, 1.1421, -4.3442)
H (4.5535, -0.3332, -2.5051)
P (-2.5778, 1.7970, -0.5558)
C (-4.3109, 1.1710, -0.5944)
H (-4.9588, 1.9953, -0.2573)
H (-4.4275, 0.3108, 0.0705)
H (-4.5777, 0.8960, -1.6222)
C (-2.8001, 2.7790, 1.0016)
H (-3.8287, 3.1833, 1.0032)
H (-2.0732, 3.6077, 1.0217)
H (-2.6541, 2.1276, 1.8767)
C (-2.8669, 3.1759, -1.7285)
H (-2.0183, 3.8681, -1.7061)
H (-3.7866, 3.7030, -1.4416)
H (-2.9860, 2.7664, -2.7359)
P (1.1212, -0.0986, 3.0205)
C (2.5244, -1.2334, 3.3866)
H (3.0846, -0.8852, 4.2645)
H (3.1915, -1.2628, 2.5109)
H (2.1428, -2.2484, 3.5638)
C (1.7843, 1.4723, 3.6819)
H (2.5532, 1.8524, 2.9930)
H (2.2054, 1.3163, 4.6823)
H (0.9675, 2.2049, 3.7128)
C (-0.1104, -0.5991, 4.2630)
H (0.1413, -0.1879, 5.2472)
H (-0.1647, -1.6952, 4.2957)
H (-1.0957, -0.2434, 3.9321)
F (-5.0110, -1.8020, 5.7553)
C (-4.4831, -1.5684, 4.5012)
C (-4.6971, -0.3292, 3.9181)
C (-4.1199, -0.0845, 2.6386)
C (-3.3908, -1.0794, 2.0577)
C (-3.1913, -2.3151, 2.5996)
C (-3.7541, -2.5795, 3.8879)
H (-5.2864, 0.4388, 4.4172)
H (-4.2862, 0.8736, 2.1593)
H (-2.6400, -3.0990, 2.0828)
H (-3.6145, -3.5477, 4.3661)

[3]
# C8H20AgCl2FO4

C8H20AgCl2FO4 as an isolated structure (the ωB97M-V functional and the def2-TZVPD basis, OMol25).

Calculated values
Net charge: -2
E_LUMO: 4.55 eV
Total energy: -48571.1663 eV

Element x y z (Å)
Ag (29.6386, -15.9577, -22.4774)
F (27.3387, -16.4167, -21.9931)
Cl (29.6158, -13.1638, -21.7870)
Cl (29.3661, -15.9145, -25.2009)
C (32.7105, -20.4563, -28.0797)
O (33.4161, -19.8798, -27.0194)
C (32.9653, -18.6071, -26.6514)
C (31.5271, -18.5381, -26.1624)
O (31.3804, -19.4277, -25.0675)
C (30.0835, -19.3158, -24.5330)
H (31.8992, -21.1055, -27.7265)
H (33.4086, -21.0544, -28.6702)
H (32.2493, -19.7046, -28.7346)
H (33.0542, -17.8732, -27.4723)
H (33.5870, -18.2102, -25.8463)
H (30.8374, -18.8813, -26.9565)
H (31.2091, -17.5259, -25.8774)
H (29.3314, -19.3714, -25.3539)
H (29.8628, -18.3057, -24.1687)
H (29.8320, -20.1393, -23.8713)
C (29.3219, -16.1102, -19.2971)
O (30.0834, -16.8146, -20.2548)
C (31.4557, -16.8274, -19.9786)
C (32.2918, -17.3585, -21.1420)
O (31.9903, -16.7239, -22.3481)
C (33.0527, -16.6173, -23.2509)
H (28.2788, -16.2118, -19.5916)
H (29.5790, -15.0446, -19.3101)
H (29.4963, -16.5165, -18.2855)
H (31.6347, -17.4949, -19.1138)
H (31.8482, -15.8392, -19.6978)
H (32.1874, -18.4522, -21.2201)
H (33.3378, -17.1743, -20.8411)
H (32.6616, -16.1492, -24.1513)
H (33.4078, -17.6235, -23.5439)
H (33.9209, -16.1025, -22.8197)

[4]
# C32H51Br6F2IN3O4Si

C32H51Br6F2IN3O4Si as an isolated structure (the ωB97M-V functional and the def2-TZVPD basis, OMol25).

Calculated values
Net charge: +1
E_LUMO: -3.48 eV
Total energy: -488312.4180 eV

Element x y z (Å)
C (4.4472, 0.9865, -1.8281)
C (3.3245, 1.5193, -1.3711)
C (1.9946, 2.2802, -0.8099)
C (0.7911, 2.3306, -1.8835)
C (-0.2113, 3.6404, -1.8691)
C (0.0436, 4.8133, -0.7971)
C (-0.2221, 4.4378, 0.7456)
C (0.4207, 5.6753, 1.6286)
N (-1.5967, 3.1391, -2.1725)
C (-2.7351, 3.3686, -1.2310)
C (-3.2779, 4.9114, -1.2227)
O (-3.0455, 5.7565, -2.1375)
I (-4.4881, 5.6608, 0.4733)
C (-1.4065, 1.7495, -2.7831)
N (-2.6141, 0.9671, -3.1464)
O (-0.8868, 2.1393, -4.1314)
N (-1.8499, 2.0485, -5.0895)
O (-1.8529, 2.9976, -5.8143)
C (-0.1148, 0.9627, -2.1265)
C (0.8129, 0.0999, -3.1467)
C (0.0610, -1.1318, -3.8702)
C (1.2450, -2.0783, -4.5110)
O (-0.7012, -1.9987, -2.9883)
C (-0.4767, 0.2937, -0.6751)
F (-0.7285, 1.3264, 0.3463)
F (-1.7400, -0.4613, -0.7242)
C (0.6266, -0.7730, -0.1708)
C (0.2498, -1.4785, 1.2516)
Si (-0.5306, -3.2198, 1.0992)
C (-0.4628, -3.9921, 2.8899)
C (-2.3847, -3.2410, 0.6000)
C (0.4129, -4.4428, -0.0309)
C (1.8792, -5.0224, 0.2397)
C (2.5998, -6.0761, -0.7204)
C (1.9038, -6.6383, -2.0524)
C (0.4471, -6.0725, -2.3717)
C (-0.2943, -5.0084, -1.4028)
H (5.5137, 0.5419, -1.9131)
H (1.7337, 1.8060, 0.2024)
H (2.3671, 3.3602, -0.5657)
H (1.3822, 2.5587, -2.8651)
H (0.0558, 4.1901, -2.8660)
H (-0.5916, 5.7261, -1.1327)
H (1.1558, 5.1418, -0.9165)
H (-1.3524, 4.4428, 1.0415)
H (0.3329, 3.4942, 1.1196)
H (0.7971, 5.3251, 2.6597)
H (-0.4455, 6.4493, 1.7533)
H (1.2206, 6.2120, 0.9920)
H (-1.8564, 3.6978, -3.0222)
H (-2.5182, 3.0506, -0.1299)
H (-3.6750, 2.7412, -1.5303)
H (-2.3903, 0.0190, -3.4901)
H (-3.2310, 0.7901, -2.3170)
H (1.7535, -0.3560, -2.6256)
H (1.2562, 0.7459, -4.0127)
H (-0.5650, -0.6988, -4.7502)
H (2.0531, -2.2275, -3.6821)
H (1.7232, -1.6189, -5.4493)
H (0.7969, -3.1169, -4.7323)
H (-1.4325, -2.3692, -3.5479)
H (1.6838, -0.3212, -0.0273)
H (0.7771, -1.6557, -0.9223)
H (1.2596, -1.6195, 1.8245)
H (-0.4131, -0.7630, 1.8876)
H (-0.9250, -3.2652, 3.6677)
H (-1.0368, -4.9933, 2.9346)
H (0.6508, -4.2151, 3.0899)
H (-2.9220, -2.3162, 1.0397)
H (-2.8551, -4.2473, 0.9325)
H (-2.4509, -3.2427, -0.5654)
H (2.4507, -4.7047, 1.1809)
H (3.6554, -6.4923, -0.4778)
H (2.3897, -7.4206, -2.7462)
H (-0.0619, -6.4933, -3.3320)
H (-1.3588, -4.7063, -1.7405)
Br (0.2124, 0.7106, 3.8606)
C (-1.3837, 1.8283, 3.7948)
C (-1.0496, 3.2755, 4.0644)
Br (-0.7413, 3.5879, 5.9632)
H (-2.0963, 1.4083, 4.5055)
H (-1.7736, 1.7059, 2.7808)
H (-1.8930, 3.9192, 3.8035)
H (-0.1588, 3.6190, 3.5363)
Br (-0.7084, -6.4364, -0.2275)
C (-0.7318, -8.1450, 0.7568)
C (-2.0269, -8.8938, 0.5406)
Br (-3.4751, -8.1150, 1.5885)
H (-0.5384, -7.9085, 1.8047)
H (0.1120, -8.7129, 0.3544)
H (-1.9414, -9.9240, 0.8957)
H (-2.3542, -8.8999, -0.5002)
Br (2.4582, 7.5209, 6.7308)
C (2.7632, 5.5952, 6.7510)
C (3.8526, 5.2034, 5.7829)
Br (3.2034, 5.2210, 3.9445)
H (1.8050, 5.1187, 6.5407)
H (3.0606, 5.3662, 7.7772)
H (4.1730, 4.1747, 5.9617)
H (4.7218, 5.8616, 5.8200)

[5]
# C2H8O2Si

An isolated molecule of C2H8O2Si (the ωB97M-V functional and the def2-TZVPD basis, OMol25).

Calculated values
SMILES: CCO[SiH2]O
E_LUMO: 0.86 eV
Total energy: -14177.1845 eV
Relative energy (zero: lowest compared OMol25 entry of this formula, charge and spin): 220.2 kJ/mol

Element x y z (Å)
C (1.4631, -0.1351, 0.6371)
C (0.6530, -0.6071, -0.6379)
O (-0.6737, -0.7059, -0.5186)
Si (-1.5907, 0.4338, 0.2299)
O (-2.9367, -0.4010, 0.0017)
H (2.4693, -0.3673, 0.5340)
H (1.1953, 0.8826, 0.7284)
H (1.0101, -0.6795, 1.4963)
H (0.9669, -1.6713, -0.7022)
H (1.0713, 0.0510, -1.5208)
H (-1.2000, 0.5510, 1.7044)
H (-1.4472, 1.7048, -0.4171)
H (-2.8779, -1.3668, 0.0646)

[6]
# C5H16N2O

A 2-piece molecular cluster, C5H16N2O overall (the ωB97M-V functional and the def2-TZVPD basis, OMol25).

Calculated values
SMILES: CCC[C@@H](N)CN.O
E_LUMO: 0.97 eV
Total energy: -10471.3733 eV
Relative energy (zero: lowest compared OMol25 entry of this formula, charge and spin): 110.8 kJ/mol

Element x y z (Å)
C (-1.5369, -1.0640, -2.3512)
C (-1.4591, -1.3322, -0.8224)
C (-0.0678, -0.9549, -0.3473)
C (0.3449, 0.4694, -0.5561)
N (-0.7117, 1.4329, -0.2501)
C (1.5555, 0.9103, 0.3415)
N (2.4896, -0.1689, 0.5995)
H (-1.5628, 0.0244, -2.4402)
H (-0.9220, -1.6973, -2.9760)
H (-2.5844, -1.3448, -2.6006)
H (-2.2664, -0.8106, -0.2958)
H (-1.6828, -2.4125, -0.6251)
H (0.7250, -1.6477, -0.6336)
H (-0.0428, -1.1117, 0.7527)
H (0.6331, 0.6979, -1.6025)
H (-0.6391, 2.3628, -0.6248)
H (-1.6760, 1.1617, -0.1710)
H (2.1095, 1.7379, -0.0383)
H (1.0088, 1.2727, 1.2467)
H (3.4619, 0.0972, 0.6685)
H (2.3589, -0.7509, 1.4160)
O (-0.4372, 0.4616, 2.9014)
H (-1.1825, 0.7996, 2.3989)
H (0.3145, 0.9802, 2.5498)

What is the total energy in the third record?
-48571.1663 eV

Please write out number 6 again, unchanged.
# C5H16N2O

A 2-piece molecular cluster, C5H16N2O overall (the ωB97M-V functional and the def2-TZVPD basis, OMol25).

Calculated values
SMILES: CCC[C@@H](N)CN.O
E_LUMO: 0.97 eV
Total energy: -10471.3733 eV
Relative energy (zero: lowest compared OMol25 entry of this formula, charge and spin): 110.8 kJ/mol

Element x y z (Å)
C (-1.5369, -1.0640, -2.3512)
C (-1.4591, -1.3322, -0.8224)
C (-0.0678, -0.9549, -0.3473)
C (0.3449, 0.4694, -0.5561)
N (-0.7117, 1.4329, -0.2501)
C (1.5555, 0.9103, 0.3415)
N (2.4896, -0.1689, 0.5995)
H (-1.5628, 0.0244, -2.4402)
H (-0.9220, -1.6973, -2.9760)
H (-2.5844, -1.3448, -2.6006)
H (-2.2664, -0.8106, -0.2958)
H (-1.6828, -2.4125, -0.6251)
H (0.7250, -1.6477, -0.6336)
H (-0.0428, -1.1117, 0.7527)
H (0.6331, 0.6979, -1.6025)
H (-0.6391, 2.3628, -0.6248)
H (-1.6760, 1.1617, -0.1710)
H (2.1095, 1.7379, -0.0383)
H (1.0088, 1.2727, 1.2467)
H (3.4619, 0.0972, 0.6685)
H (2.3589, -0.7509, 1.4160)
O (-0.4372, 0.4616, 2.9014)
H (-1.1825, 0.7996, 2.3989)
H (0.3145, 0.9802, 2.5498)

What is the total energy in the second record?
-54046.0501 eV

What is the total energy in the second record?
-54046.0501 eV